Entry 1:
Entry from the Open Molecules 2025 dataset: a molecular structure, C19H16F3InO3 at a distorted geometry (ωB97M-V/def2-TZVPD).

```
42
C19H16F3InO3 (ωB97M-V/def2-TZVPD)
C -1.65848 -2.42358 1.91832
H -1.33842 -2.37769 2.94879
H -0.04744 0.89280 -2.91717
C -1.63068 0.32051 -0.73866
C 0.86092 -1.78196 -1.09319
C -2.94970 -2.04462 1.60397
C -2.56468 -2.50016 -0.69746
F -0.79905 -1.60891 -2.73113
C 0.52056 0.32774 -2.19295
F -3.10243 -2.38896 -1.96177
C -0.82975 -2.93902 0.88600
C -1.27775 -2.93784 -0.45295
O -2.24559 -0.31522 -1.63238
C 0.86087 1.65803 0.63829
H 0.65937 -2.83400 -0.95544
O -1.18995 -0.24378 0.36774
H 3.54601 2.16927 2.76247
C 1.51983 0.85973 -1.45088
H -3.54106 -1.65030 2.41710
C 1.91004 1.20694 1.49304
H -1.54361 -1.11510 0.17452
H 0.15410 -3.29615 1.15222
C 2.78326 2.25267 2.00244
H 2.36769 -1.62400 0.47531
In -1.96069 3.23890 -1.62416
C 1.68779 3.94006 0.68957
H 3.35974 4.33029 1.98606
C 1.83487 -1.14106 -0.33046
C -3.40066 -1.96452 0.29731
C 0.80256 2.95661 0.14898
H 3.16276 0.46773 -0.13029
H 1.59566 4.92643 0.25948
H 2.16758 0.19960 1.78516
H 1.74429 1.90507 -1.60348
C 2.70951 3.57238 1.57474
C 2.24428 0.11443 -0.57521
F -0.21525 3.22507 -0.64253
H -4.34012 -1.52932 -0.00996
H 0.11306 0.97345 0.26611
H -0.74927 -3.29822 -1.32314
O -1.41162 1.51777 -0.80486
C 0.19143 -1.04104 -1.97957
```

Values from the calculation:
Calculated total energy, eV: -39404.5405
Highest occupied orbital energy, eV: -14.8734
LUMO energy, eV: -11.738
Total charge: +2
Energy above the lowest of the compared OMol25 structures with the same formula, charge and spin, eV: 3.9120
Molar mass, g mol⁻¹: 464.15
HOMO-LUMO gap, Eh: 0.1152
Largest force on an atom, eV/Å: 6.52


Entry 2:
Entry from the Open Molecules 2025 dataset: 2 unconnected molecules or ions with the total composition C19H16FN3O5 at a distorted geometry (ωB97M-V/def2-TZVPD).

```
44
C19H16FN3O5 (ωB97M-V/def2-TZVPD)
C -2.33652 -1.86876 -2.05266
H 4.92564 -2.73572 -0.83383
O -6.39391 0.70990 1.05833
H 6.58429 1.12688 -2.41909
H 5.08692 -3.82995 0.78122
C 1.19529 0.25192 -1.10951
H 3.52009 -2.85112 0.41556
C -1.99630 0.79139 -0.87690
C -1.42420 -0.53667 -1.71663
H -4.54172 -2.84641 -1.70809
C 3.12481 1.74924 1.12718
H -8.56663 -0.34639 1.56824
O 7.31509 0.84040 0.15125
F 3.94712 2.49672 2.14827
C 0.63143 1.58114 -0.27822
C 5.18792 -1.47624 1.15139
H -3.94476 1.70160 0.28626
C -4.44060 -0.57874 -0.63088
C 4.70745 -2.80262 0.31852
O 5.76525 -1.70975 2.36329
H -5.65139 1.98609 3.03726
H 6.62908 -0.76743 -2.31280
O -1.32051 3.32474 -0.76649
C 6.02493 0.18001 -1.95509
C 2.71545 -0.27397 -0.76951
C -0.92408 2.04638 -0.63640
N 5.10870 -0.03797 0.70310
C 6.14701 0.32987 -0.32866
N -8.18397 0.20080 2.32817
N -6.53947 1.51665 3.15688
C 1.59675 2.35075 0.82247
H -1.86289 -2.76379 -2.67535
C 0.16931 -0.47054 -2.20991
H -7.02445 1.60533 4.03388
C -3.90601 -1.88693 -1.48461
H -5.55732 -0.62979 -0.21304
O 0.55731 -0.93124 -3.40424
C 3.71334 0.40480 0.33884
C -3.54641 0.77494 -0.32620
H 3.09019 -1.22636 -1.38146
H -8.69837 0.26591 3.19034
C -7.00039 0.80313 2.11377
H 1.18003 3.31776 1.37794
H 4.93649 0.21409 -2.38264
```

Values from the calculation:
Calculated total energy, eV: -37365.9453
Highest occupied orbital energy, eV: -8.9186
SMILES: CC(=O)N(C(C)=O)c1cc2c(cc1F)C(=O)c1ccccc1C2=O.NC(N)=O
LUMO energy, eV: -1.823
Total charge: 0
Energy above the lowest of the compared OMol25 structures with the same formula, charge and spin, eV: 21.3680
Molar mass, g mol⁻¹: 385.35
HOMO-LUMO gap, Eh: 0.2607
Largest force on an atom, eV/Å: 9.02


Entry 3:
Entry from the Open Molecules 2025 dataset: a single C19H16N2O3 molecule at a distorted geometry (ωB97M-V/def2-TZVPD).

```
40
C19H16N2O3 (ωB97M-V/def2-TZVPD)
H -1.33310 5.37320 1.51896
C 0.75008 0.19458 0.29004
O 1.56018 -3.89958 -1.05683
C -1.95952 -2.79088 -1.87524
O -1.40118 -1.63706 1.48097
H -3.04299 -2.06284 -0.16750
H -1.26924 0.97964 -0.01091
C -0.85288 3.44078 0.82320
C 1.43342 2.73357 1.25344
O 0.19728 -0.75015 -1.72482
C 1.99193 0.45359 0.87360
N 3.81548 -1.36063 0.92117
H -0.89960 -4.83141 -1.93106
C 0.68154 4.96671 1.76856
H 0.85612 5.90948 2.20036
C 1.77753 4.05309 1.71375
H -4.05400 -3.23900 -2.37000
H -1.88749 -1.78300 -2.28511
C 0.40278 -3.40422 -0.95640
C 0.60704 -0.96690 -0.54441
H -2.88283 -2.88364 -3.66763
H 1.02846 -2.47255 0.88483
C 2.99223 -0.57416 0.86153
H -2.64813 -3.84532 -0.16552
C 0.29685 -2.30756 0.05448
H -1.86641 3.18049 0.68490
H 3.32329 5.51831 2.22095
C 0.10679 2.48444 0.78308
H -0.22210 -3.68158 -2.88593
C -0.20048 1.18941 0.25239
C -1.07789 -2.39694 0.55480
H 3.72191 3.86082 2.87327
C -0.71493 -3.74732 -1.97560
H -2.86184 -4.43990 -2.96734
N 2.35489 1.72054 1.23586
C -2.98710 -3.38060 -2.72151
C -0.59256 4.64940 1.32153
H 3.85907 4.11711 1.10919
C -2.24084 -2.82036 -0.40869
C 3.23822 4.45047 2.03366
```

Values from the calculation:
Calculated total energy, eV: -29082.0882
Highest occupied orbital energy, eV: -9.0354
SMILES: Cc1cccc2cc(C(=O)[C@H]3C(=O)C[C@H](C)CC3=O)c(C#N)nc12
LUMO energy, eV: -1.038
Total charge: 0
Energy above the lowest of the compared OMol25 structures with the same formula, charge and spin, eV: 4.2358
Molar mass, g mol⁻¹: 320.35
HOMO-LUMO gap, Eh: 0.2939
Largest force on an atom, eV/Å: 6.29


Entry 4:
Entry from the Open Molecules 2025 dataset: a molecular structure, C19H16N4O4PtSe at a distorted geometry (ωB97M-V/def2-TZVPD).

```
45
C19H16N4O4PtSe (ωB97M-V/def2-TZVPD)
C -2.68765 -3.85610 0.55845
H -0.10777 1.37865 5.36208
N 1.00837 -0.34053 4.69296
Se -2.32055 2.51731 0.22923
H -2.36515 -4.88717 0.63276
C 2.06479 -4.09237 -1.31871
H -3.78749 -0.16539 0.38963
C -0.17549 0.76328 3.23034
H 1.58058 -3.01177 3.81530
O 4.35230 1.91979 -0.27912
H -1.12901 -5.18151 -1.28251
C -2.26283 -1.59707 -0.09062
H -0.83523 1.43294 2.69844
C -4.30751 -2.14850 1.02406
H 3.01041 -2.00164 3.56771
H 2.72591 -2.20089 -0.58730
C -0.27727 -4.53374 -1.11527
H 1.11805 -5.89414 -2.00479
C 1.15273 -0.94330 3.49402
N -5.25233 1.95510 0.13507
H -1.84654 0.33236 -0.66119
C -3.47965 -1.20122 0.43976
H -4.56050 -4.21718 1.53415
C 1.22037 2.87397 0.04527
H -1.10976 -0.85819 -1.62883
O 1.91149 3.73805 -0.27671
C -3.91664 -3.47686 1.07795
C 0.16918 0.74374 4.54048
H 1.43489 -0.64355 5.55094
H 3.05881 -4.39327 -1.62410
Pt 0.45464 -0.60805 0.36810
N -1.40132 -0.60722 -0.68893
C 3.66096 1.04482 -0.57615
H 1.95570 -2.40771 2.20077
H -5.26124 -1.83812 1.42917
C 0.98263 -4.93479 -1.52346
C -0.48825 -3.29540 -0.50594
O 0.53374 1.99516 0.36792
C -4.12465 2.21698 0.16880
C 1.87314 -2.85066 -0.72957
C -1.83915 -2.92303 -0.02657
C 0.60395 -2.43625 -0.33193
O 2.95825 0.16868 -0.87424
C 1.97558 -2.15936 3.26092
N 0.44082 -0.29703 2.59285
```

Values from the calculation:
Calculated total energy, eV: -102706.3225
Highest occupied orbital energy, eV: -7.1039
LUMO energy, eV: -0.801
Total charge: 0
Energy above the lowest of the compared OMol25 structures with the same formula, charge and spin, eV: 3.4014
Molar mass, g mol⁻¹: 638.40
HOMO-LUMO gap, Eh: 0.2316
Largest force on an atom, eV/Å: 1.56


Entry 5:
Entry from the Open Molecules 2025 dataset: a molecular structure, C19H16N6NiO5S2 at a distorted geometry (ωB97M-V/def2-TZVPD).

```
49
C19H16N6NiO5S2 (ωB97M-V/def2-TZVPD)
H 7.69306 -0.43650 -0.28563
O -7.65847 -2.36982 0.27030
H -4.49857 2.40974 -1.66751
C -2.01359 1.31359 -2.26843
C 6.66853 -0.41740 -0.64522
C 4.42636 -0.44912 0.38869
C 6.14138 -0.29363 1.81868
C 5.02256 -0.26474 2.55335
H 6.50560 0.47011 -1.25600
H 7.17063 -0.24001 2.12521
O 0.90414 2.19134 0.44084
N -4.82393 -0.92880 -1.52779
O -5.80694 -3.51138 -0.82331
N 0.00860 0.11810 -1.83594
H 0.71374 0.10711 4.85888
C 2.28493 -0.06815 3.42330
C -4.24009 0.25918 -1.68533
N 5.77349 -0.40419 0.49553
C 2.58906 -0.34657 2.09540
N -6.90319 0.13035 -1.14703
C -4.96602 1.43723 -1.58059
H 6.47698 -1.29338 -1.26153
S 3.66631 -0.63091 -1.09990
C 0.37143 -0.70224 1.61877
O -7.70403 -2.73699 -2.15507
H -0.17584 -1.87437 -1.33344
H -1.05988 -0.51007 3.19183
C -0.63619 1.22442 -2.22624
H -0.36083 -0.97737 0.87307
H -0.02199 2.07028 -2.50740
C -0.01689 -0.45466 2.91617
H 4.91702 -0.21937 3.61896
N 1.64600 -0.63047 1.19595
C -2.10482 -0.96530 -1.56677
H -2.68021 -1.84975 -1.32191
C -0.72963 -0.97177 -1.56793
H -6.97076 2.17922 -1.23930
H 3.05617 0.19306 4.12957
H -2.47375 2.23948 -2.58201
C -6.11602 -0.93896 -1.24720
S -6.91270 -2.58720 -0.94988
H 1.57406 3.97670 -0.27855
Ni 1.65608 0.46636 -0.59997
N 3.93995 -0.36596 1.67631
C 1.57090 2.88117 -0.37202
C -6.32549 1.31147 -1.32491
C -2.77758 0.22104 -1.86332
O 2.23512 2.35279 -1.30125
C 0.96531 -0.11365 3.83059
```

Values from the calculation:
Calculated total energy, eV: -101854.1399
Highest occupied orbital energy (spin up / spin down), eV: -7.0360 / -7.0360
LUMO energy (spin up / spin down), eV: -1.473 / -1.700
Total charge: 0
Molar mass, g mol⁻¹: 531.20
HOMO-LUMO gap (spin up / spin down), Eh: 0.2044 / 0.1961
Spin multiplicity: 3
<S²>: 2.005
Largest force on an atom, eV/Å: 1.02


Entry 6:
Entry from the Open Molecules 2025 dataset: 2 unconnected molecules or ions with the total composition C19H16N6O8 at a distorted geometry (ωB97M-V/def2-TZVPD).

```
49
C19H16N6O8 (ωB97M-V/def2-TZVPD)
H -2.92435 1.99672 3.02401
C -2.61009 0.19608 0.67158
C 4.29626 2.57681 1.15781
N -3.30665 -1.00993 -3.48942
O 1.06914 -0.51108 2.95271
C 2.98750 0.73669 2.04800
H -0.48541 0.22194 0.73202
C -2.24841 -1.80348 -3.02470
C -2.18221 -2.59139 -1.88933
H -3.03355 3.31888 1.83184
O 2.27600 -2.76661 -4.00974
O -4.44144 -0.82925 -3.07496
H -2.76153 -0.16025 -0.35951
C -2.78683 2.26306 1.96845
C 5.35520 1.67403 0.98271
C -3.59202 1.32223 1.06065
H 6.05382 -0.36543 1.18044
H 1.10580 -3.54034 -2.21896
N 0.98302 1.75907 2.42023
H 4.35057 3.63521 0.89878
C -0.39595 2.02571 2.80730
C 1.60515 0.51068 2.54491
N -1.51081 -0.71267 -4.90183
N 1.28102 -2.12325 -4.42368
N -1.32074 0.76685 0.88735
H -0.69859 1.25235 3.52284
H -0.42993 3.02245 3.25921
H -3.87232 1.87005 0.15551
H -3.05954 -2.74289 -1.26636
N -0.88719 -4.06715 -0.45737
O -1.94448 -4.28339 0.17944
H 3.85742 -1.21762 2.14746
C -0.95687 -3.22670 -1.62805
C -1.31591 2.00484 1.59125
O 1.31735 -1.43419 -5.45570
O 0.21512 -4.54604 -0.12134
H 6.29754 2.02772 0.56639
H -0.97617 2.83214 0.92950
O -2.83931 -0.37105 -4.63724
C 4.01781 -0.17449 1.87193
O 1.50606 3.92618 1.71897
H -2.75728 -0.68233 1.33106
C -1.17429 -1.57720 -3.90842
C 0.08875 -2.24517 -3.60774
C 3.12120 2.07229 1.69299
C 0.16974 -3.04592 -2.46347
C 1.82953 2.76222 1.92267
H -4.48899 0.93863 1.54658
C 5.21688 0.31501 1.33328
```

Values from the calculation:
Calculated total energy, eV: -45273.0353
Highest occupied orbital energy, eV: -8.3261
SMILES: O=[N+]([O-])c1cc([N+](=O)[O-])c2no[n+]([O-])c2c1.O=C1c2ccccc2C(=O)N1C[C@@H]1CCCN1
LUMO energy, eV: -2.762
Total charge: 0
Energy above the lowest of the compared OMol25 structures with the same formula, charge and spin, eV: 0.0000
Molar mass, g mol⁻¹: 456.37
HOMO-LUMO gap, Eh: 0.2045
Largest force on an atom, eV/Å: 3.16